## A
Entry from the OMol25 dataset: a cluster of 2 separate species, C2H7NO in total (the ωB97M-V functional and the def2-TZVPD basis).

Last column: Mulliken spin population.
CARTESIAN COORDINATES (ANGSTROEM)
C 0.0397 1.7727 0.2360  0.07
C -0.7691 -0.3590 0.6371  -0.05
N -0.0049 0.3666 -0.0614  0.79
H -0.5501 2.0783 1.0483  0.05
H -0.3396 2.3708 -0.5689  0.00
H 1.0906 2.0698 0.4976  0.01
H -0.9008 -1.3323 0.6838  0.03
H -1.5141 0.1042 1.4391  0.11
H 0.9948 -1.5965 -1.3469  0.00
H 0.7130 -2.9960 -0.9978  0.00
O 1.2405 -2.4786 -1.5669  0.01

## Properties
Multiplicity: 2
E_HOMO (spin up / spin down): -15.29 / -15.28 eV
Total charge: +1
Orbital gap (spin up / spin down): 0.3354 / 0.1839 hartree
<S²>: 0.76



## B
Entry from the OMol25 dataset: a cluster of 2 separate species, C2H7NO in total (the ωB97M-V functional and the def2-TZVPD basis).

Last column: Mulliken spin population.
CARTESIAN COORDINATES (ANGSTROEM)
C 1.0044 1.5118 -0.5568  0.02
N 0.5098 0.2940 0.1328  0.71
H 1.2566 2.2089 0.2370  0.02
H 1.7161 1.2489 -1.3524  0.05
H 0.1875 1.9284 -1.1626  0.00
H -0.1930 -0.1875 -0.4442  0.00
H 1.3180 -0.3348 0.1691  -0.01
O -1.7264 -1.8618 -0.3731  0.16
C -1.3870 -1.6482 0.7535  -0.03
H -1.6701 -0.6718 1.2070  0.05
H -1.0160 -2.4881 1.3898  0.02

## Properties
Multiplicity: 2
E_HOMO (spin up / spin down): -15.86 / -14.85 eV
Total charge: +1
Orbital gap (spin up / spin down): 0.4243 / 0.1842 hartree
<S²>: 0.76



Which of them is most stable, and which least? Most stable: B; least stable: A.



## A
Entry from the OMol25 dataset: an isolated molecule of C17H20N2S (the ωB97M-V functional and the def2-TZVPD basis).

Last column: natural (NBO) charge in e.
CARTESIAN COORDINATES (ANGSTROEM)
C 4.9213 0.9278 -0.4568  -0.41
C 3.5573 0.8950 -0.2174  -0.21
C 3.0098 1.7916 0.7350  -0.27
N 1.6295 2.2073 0.5765  -0.63
C 0.6547 1.2746 1.1131  -0.25
C -0.7346 1.8733 1.2063  0.00
C -0.8812 3.3294 1.0370  -0.20
C -2.2101 3.9774 1.1792  -0.19
C -3.2698 2.9555 1.3386  -0.23
C -3.0665 1.5591 1.3272  -0.19
C -1.7981 1.0209 1.4599  -0.24
S -1.6991 -0.6525 1.8325  0.28
C -1.4612 -1.4478 0.3117  -0.30
C -2.5758 -1.7186 -0.5659  -0.16
C -2.2909 -2.4346 -1.7815  -0.25
C -1.0413 -3.0799 -2.0062  0.02
C -0.8325 -4.1686 -3.1454  -0.64
C -0.1047 -2.9490 -0.9510  -0.28
C -0.2575 -2.0976 0.1413  0.25
N 0.8837 -1.9228 1.0029  -0.88
H 5.2684 0.2612 -1.2601  0.20
H 5.4307 1.8324 -0.1083  0.20
H 3.0327 0.1545 -0.8375  0.21
H 3.6224 2.7661 0.7921  0.20
H 3.1838 1.3436 1.7881  0.21
H 1.5444 2.3519 -0.4895  0.36
H 0.9489 0.8523 2.1251  0.21
H 0.5773 0.4313 0.4414  0.20
H -0.1121 4.0099 0.8719  0.22
H -2.4792 5.0195 1.1686  0.22
H -4.1726 3.4639 1.4571  0.20
H -3.9574 0.8740 1.4237  0.22
H -3.5436 -1.3925 -0.3119  0.22
H -3.0858 -2.4148 -2.5756  0.21
H -1.0447 -3.8382 -4.1335  0.22
H -1.2657 -5.1437 -2.8372  0.23
H 0.2405 -4.3287 -3.2933  0.21
H 0.8534 -3.4718 -1.1389  0.20
H 1.8148 -2.3034 0.7485  0.40
H 0.7109 -1.8078 2.0325  0.40

## Properties
E_HOMO: -8.24 eV
Orbital gap: 0.3283 hartree
SMILES: C=CCNCc1ccccc1Sc1ccc(C)cc1N



## B
Entry from the OMol25 dataset: an isolated molecule of C17H20N2S (the ωB97M-V functional and the def2-TZVPD basis).

Last column: natural (NBO) charge in e.
CARTESIAN COORDINATES (ANGSTROEM)
C 3.0160 1.5025 0.5954  -0.42
C 3.5106 2.4744 -0.2279  -0.19
C 2.7440 3.0712 -1.4010  -0.26
N 1.4701 2.4517 -1.6721  -0.62
C 0.3079 2.9920 -0.9818  -0.24
C -0.8237 2.0765 -1.3513  -0.02
C -1.4866 2.4136 -2.5330  -0.18
C -2.6674 1.7078 -2.9155  -0.20
C -3.1269 0.6430 -2.1399  -0.22
C -2.5010 0.3710 -0.9094  -0.20
C -1.3702 1.0635 -0.4910  -0.20
S -0.6505 0.7963 1.0819  0.26
C -0.4295 -0.9697 1.2241  -0.27
C -0.1770 -1.7129 0.0935  -0.18
C -0.1079 -3.1099 0.1865  -0.26
C -0.2417 -3.7645 1.4278  0.02
C -0.0910 -5.2198 1.4487  -0.63
C -0.5199 -3.0061 2.5602  -0.30
C -0.5525 -1.6467 2.4695  0.27
N -0.7712 -0.9211 3.6446  -0.83
H 3.6554 1.1222 1.3905  0.20
H 2.0489 1.0394 0.5030  0.20
H 4.5159 2.8007 -0.1017  0.20
H 3.3946 2.9350 -2.2962  0.20
H 2.6077 4.1141 -1.2416  0.20
H 1.5313 1.4487 -1.5178  0.36
H 0.1378 4.0327 -1.3022  0.20
H 0.4456 3.0279 0.0897  0.19
H -1.1044 3.2094 -3.1638  0.22
H -3.0670 1.9393 -3.9131  0.21
H -3.9583 0.1593 -2.5636  0.22
H -2.8611 -0.4643 -0.2634  0.23
H 0.0095 -1.2298 -0.9058  0.23
H 0.1167 -3.6646 -0.7080  0.21
H -0.6476 -5.6427 2.2731  0.21
H 0.9593 -5.4308 1.6187  0.22
H -0.4335 -5.6691 0.5121  0.22
H -0.6023 -3.5184 3.5243  0.21
H -1.0966 -1.4121 4.4514  0.38
H -1.1836 -0.0099 3.5053  0.39

## Properties
E_HOMO: -7.62 eV
Orbital gap: 0.3078 hartree
SMILES: C=CCNCc1ccccc1Sc1ccc(C)cc1N



Which of them is most stable, and which least? Most stable: B; least stable: A.



## A
Entry from the OMol25 dataset: a structure of composition C13H48F2InNO17S2 (the ωB97M-V functional and the def2-TZVPD basis).

Last column: Mulliken charge in e.
CARTESIAN COORDINATES (ANGSTROEM)
In 2.5631 1.4215 0.4569  0.97
O 1.3422 3.8075 -1.3203  -0.45
C 0.1547 3.4230 -1.8050  1.60
C -0.6059 4.4354 -2.8632  -0.29
O 0.1789 5.2428 -3.6075  -0.46
H -0.5152 3.1781 -0.9771  -0.46
H 0.2978 2.4703 -2.3331  -0.54
H -1.2047 5.1213 -2.2507  0.32
H -1.3258 3.9172 -3.4996  0.26
N 0.1797 -0.2673 0.4475  0.21
S -0.5768 -1.0614 1.5511  0.51
O -0.1285 -2.4130 1.7648  -0.54
O -1.9981 -0.8680 1.7386  -0.57
F 0.0436 -0.1947 2.7648  -0.31
S -0.9827 -0.5791 -0.8121  0.71
O -1.7981 0.5800 -1.1460  -0.29
O -1.4941 -1.9218 -0.9648  -0.62
F 0.1416 -0.5243 -1.9530  -0.13
C 0.0617 -2.4513 -4.5756  -0.40
O -0.0173 -1.2111 -5.2606  -0.55
H -0.3646 -3.2789 -5.1464  0.38
H 1.1081 -2.7187 -4.4208  0.18
H -0.4029 -2.3505 -3.5938  0.02
H -0.9437 -0.9359 -5.2411  0.35
C 2.6885 -2.2030 -0.7180  -0.27
O 3.4684 -1.0469 -1.0310  -0.43
H 2.0515 -2.3758 -1.5898  0.16
H 3.3610 -3.0463 -0.5550  0.43
H 2.0322 -2.0750 0.1383  -0.13
H 4.1512 -1.3124 -1.6507  0.23
C -2.2352 0.7545 -4.3882  0.17
O -2.7374 -0.1446 -5.4083  -0.58
H -1.5996 0.2266 -3.6816  -0.50
H -1.6988 1.5979 -4.8243  0.32
H -3.0916 1.1085 -3.8115  0.21
H -3.0654 0.4057 -6.1241  0.31
C -0.8455 -0.5761 6.2488  -0.44
O 0.3316 0.1399 6.6644  -0.54
H -0.7089 -1.6214 5.9733  0.24
H -1.6316 -0.5367 7.0023  0.30
H -1.2112 -0.0308 5.3773  0.13
H 1.1052 -0.3864 6.4513  0.30
C 1.9151 -5.6025 1.9861  -0.43
O 3.1923 -5.7045 2.5822  -0.51
H 1.3417 -6.5282 2.0958  0.36
H 1.3026 -4.7504 2.2826  0.10
H 2.0251 -5.5853 0.9006  0.18
H 3.0894 -5.6308 3.5343  0.30
C -0.7053 3.0804 1.8180  -0.45
O 0.6753 3.0012 2.2186  -0.33
H -0.9022 3.9715 1.2180  0.41
H -0.9544 2.2245 1.1922  -0.17
H -1.3801 3.0795 2.6741  0.39
H 0.8203 3.7825 2.7599  0.17
C 2.3715 0.4414 -3.5928  -0.46
O 2.8641 1.3568 -2.6341  -0.36
H 1.3517 0.6161 -3.9390  0.19
H 3.0332 0.3976 -4.4622  0.50
H 2.3993 -0.5846 -3.2289  -0.10
H 3.1608 2.1507 -3.0870  0.23
C -4.3636 3.0121 -1.1036  -0.55
O -3.6924 2.2950 -0.0979  -0.47
H -4.2086 2.4098 -2.0045  0.09
H -5.4240 3.0445 -0.8581  0.29
H -3.9770 4.0185 -1.2867  0.22
H -2.9201 1.8220 -0.4267  0.41
C -4.8797 -0.8225 -0.8022  -0.04
O -5.8768 -1.7893 -1.1043  -0.59
H -5.3940 0.1206 -0.9961  0.09
H -4.6593 -0.7786 0.2668  0.27
H -3.9636 -0.8687 -1.3904  -0.01
H -5.4534 -2.6408 -0.9563  0.31
C 2.9732 -1.9997 3.4404  -0.39
O 3.2027 -1.1784 2.2911  -0.26
H 2.5785 -1.4037 4.2633  0.10
H 2.4016 -2.8864 3.1740  -0.10
H 3.9405 -2.4113 3.7406  0.46
H 4.1192 -0.8965 2.3178  0.22
C 2.3240 1.5581 4.5710  -0.50
O 3.0860 1.7642 3.3740  -0.39
H 1.4982 0.8964 4.3232  -0.10
H 2.9127 0.9865 5.2938  0.47
H 2.0832 2.5230 5.0138  0.38
H 4.0154 1.8103 3.6123  0.24

## Properties
E_HOMO: -9.69 eV
Orbital gap: 0.2082 hartree



## B
Entry from the OMol25 dataset: a structure of composition C13H48F2InNO17S2 (the ωB97M-V functional and the def2-TZVPD basis).

Last column: Mulliken charge in e.
CARTESIAN COORDINATES (ANGSTROEM)
In 3.3722 4.6353 -1.8876  0.99
O -1.4099 7.4494 -8.4149  -0.36
C -2.2046 6.5114 -7.7001  -0.14
C -1.5392 5.1734 -7.1711  -0.20
O -0.1832 5.1216 -6.8412  -0.39
H -3.0092 6.2213 -8.3758  0.26
H -2.6870 7.0635 -6.8935  0.26
H -1.6214 4.4176 -7.9522  0.25
H -2.1066 4.6497 -6.4017  0.33
N 0.6603 1.2270 0.8561  -0.28
S 0.5079 0.7115 2.2762  1.06
O 0.6857 -0.6884 2.6063  -0.55
O -0.4176 1.4324 3.1659  -0.59
F 1.9631 1.3045 2.7339  -0.34
S -0.7218 0.3294 0.3920  1.05
O -1.9897 0.7253 0.9749  -0.53
O -0.5266 -1.1023 0.1478  -0.55
F -0.9333 0.9850 -1.0424  -0.27
C 0.4449 -6.6895 1.9272  -0.44
O -0.8096 -6.3428 1.4080  -0.50
H 0.3234 -7.4799 2.6678  0.20
H 1.0972 -7.0138 1.1164  0.20
H 0.9279 -5.8386 2.4077  0.22
H -0.7959 -5.4415 1.0775  0.31
C 1.0110 -7.5034 -3.8802  -0.51
O 0.3954 -7.6150 -5.1753  -0.48
H 0.6558 -6.6053 -3.3749  0.20
H 0.8573 -8.3636 -3.2286  0.26
H 2.0952 -7.4871 -3.9917  0.25
H 0.8979 -8.3339 -5.5654  0.28
C 0.8615 -4.9513 8.2347  -0.48
O 2.1614 -4.8705 8.7370  -0.49
H 0.6233 -3.9842 7.7918  0.23
H 0.7918 -5.6737 7.4214  0.21
H 0.1212 -5.1332 9.0137  0.23
H 2.1910 -4.0155 9.1725  0.31
C 1.6464 6.7684 4.7820  -0.50
O 2.0329 6.5609 3.4341  -0.48
H 0.6039 6.4839 4.9246  0.21
H 2.2112 6.1960 5.5178  0.19
H 1.6861 7.8548 4.8617  0.27
H 2.4987 7.3608 3.1794  0.31
C 4.8883 -2.6827 -0.3632  -0.43
O 6.1724 -3.3505 -0.4514  -0.52
H 4.3000 -2.8153 -1.2712  0.22
H 4.3096 -3.0677 0.4764  0.21
H 5.2095 -1.6561 -0.1872  0.22
H 6.6234 -2.8749 -1.1528  0.30
C -6.6127 -3.5002 -1.5731  -0.46
O -7.2224 -3.4964 -0.2782  -0.51
H -6.8654 -2.5633 -2.0696  0.24
H -5.5269 -3.4766 -1.4813  0.21
H -7.0663 -4.2610 -2.2084  0.23
H -8.1583 -3.7043 -0.3288  0.29
C -5.8159 3.2591 4.5142  -0.47
O -6.3796 2.5071 3.4443  -0.51
H -5.1773 4.0336 4.0893  0.21
H -6.6197 3.6079 5.1627  0.22
H -5.1365 2.6601 5.1205  0.24
H -5.6813 2.2419 2.8413  0.30
C -3.1176 6.4722 -0.8818  -0.50
O -1.7403 6.6216 -1.1175  -0.48
H -3.5841 6.6815 -1.8444  0.24
H -3.3276 5.4332 -0.6280  0.21
H -3.5224 7.0522 -0.0524  0.23
H -1.6807 7.4254 -1.6390  0.31
C 3.6806 -0.3321 -6.1349  -0.47
O 2.8237 0.4684 -5.3195  -0.50
H 4.5030 0.3165 -6.4368  0.23
H 4.1193 -1.1779 -5.6054  0.21
H 3.0785 -0.6470 -6.9872  0.23
H 2.3703 1.0814 -5.9029  0.31
C 6.7377 2.7362 8.6761  -0.49
O 6.9201 1.3172 8.9265  -0.50
H 6.5340 3.1842 9.6487  0.23
H 7.6897 3.1467 8.3394  0.23
H 5.9397 3.0347 7.9962  0.23
H 7.6286 1.2458 9.5703  0.30
C -2.0349 -2.8067 -6.4357  -0.45
O -2.7445 -3.9513 -6.0110  -0.50
H -2.7863 -2.0179 -6.3996  0.19
H -1.2404 -2.5708 -5.7277  0.23
H -1.7543 -2.9988 -7.4713  0.23
H -2.1019 -4.6251 -5.7772  0.30

## Properties
E_HOMO: -8.58 eV
Orbital gap: 0.1346 hartree



Which of them is most stable, and which least? Most stable: A; least stable: B.



## A
Entry from the OMol25 dataset: a cluster of 2 separate species, C4H10N2OS in total (the ωB97M-V functional and the def2-TZVPD basis).

Last column: natural (NBO) charge in e.
CARTESIAN COORDINATES (ANGSTROEM)
C -1.0597 0.7160 1.5223  -0.40
C -1.0181 -0.5801 2.2434  -0.41
C -0.1663 -0.4922 1.0776  -0.31
C -0.4856 -1.1861 -0.1546  -0.32
N 1.2557 -0.4270 -3.0365  -1.16
N 1.5614 1.3830 -1.1258  -1.10
O -0.5968 1.1798 -2.6090  -0.91
S 0.4471 0.4036 -2.0452  1.92
H -2.0428 0.8187 1.0879  0.22
H -0.5237 1.5907 1.8951  0.23
H -0.4454 -0.6210 3.1451  0.22
H -1.9962 -1.1003 2.2840  0.22
H 0.9126 -0.2830 1.1941  0.24
H -1.5333 -1.5396 -0.3297  0.21
H 0.0975 -2.0252 -0.4083  0.18
H 1.6457 -1.3289 -2.5937  0.38
H 1.4811 2.4105 -1.1722  0.40
H 2.4668 1.0812 -0.9743  0.39

## Properties
E_HOMO (spin up / spin down): -8.27 / -8.23 eV
Orbital gap (spin up / spin down): 0.2839 / 0.2788 hartree



## B
Entry from the OMol25 dataset: a cluster of 2 separate species, C4H10N2OS in total (the ωB97M-V functional and the def2-TZVPD basis).

Last column: natural (NBO) charge in e.
CARTESIAN COORDINATES (ANGSTROEM)
C -0.3921 0.3076 -1.4361  0.47
C 0.6471 1.1574 -2.1332  -0.68
C 0.1680 0.3694 2.0771  -0.61
C 0.6918 0.4131 0.6689  0.00
N -1.2207 -0.3093 -2.1353  -0.30
N -2.5876 -1.6946 -0.9409  -0.67
O -0.3588 0.0769 -0.1567  -0.49
S 2.1870 -0.6968 0.5845  -0.08
H 1.2728 0.5275 -2.6814  0.25
H 1.2119 1.7744 -1.4249  0.22
H 0.1220 1.8133 -2.7747  0.24
H -0.3786 -0.6351 2.3319  0.22
H 0.9645 0.3938 2.7838  0.22
H -0.4386 1.1755 2.1581  0.21
H 0.9540 1.4398 0.5785  0.19
H -2.9487 -1.9694 -1.8708  0.34
H -3.1986 -0.9634 -0.5750  0.33
H 1.6130 -1.8077 1.1001  0.14

## Properties
E_HOMO: -9.06 eV
Orbital gap: 0.3072 hartree



## C
Entry from the OMol25 dataset: a structure of composition C4H10N2OS (the ωB97M-V functional and the def2-TZVPD basis).

Last column: natural (NBO) charge in e.
CARTESIAN COORDINATES (ANGSTROEM)
O 0.6310 3.3539 -0.0689  -0.58
C 0.2067 2.5917 -1.0491  0.40
N 0.2223 1.1803 -1.2173  -0.58
C -0.2263 0.3403 -0.0584  -0.07
C 0.8230 0.5314 1.0318  -0.65
S 0.1116 -4.2656 1.5238  -0.15
C -0.4079 -1.1468 -0.4302  -0.24
N -1.2692 -1.8806 0.3899  -0.77
H -0.2286 3.0316 -2.0039  0.16
H 1.2544 1.7698 -1.0057  0.42
H -1.3053 0.7260 0.0411  0.21
H 1.1435 1.5091 1.3049  0.25
H 0.6790 -0.0168 1.9635  0.22
H 1.7464 0.0676 0.5733  0.20
H -0.7809 -1.0845 -1.5038  0.21
H 0.5565 -1.7851 -0.4457  0.21
H -1.0809 -2.6141 1.0995  0.37
H -2.0753 -2.3083 -0.1447  0.39

## Properties
E_HOMO: -9.85 eV
Orbital gap: 0.2294 hartree



## D
Entry from the OMol25 dataset: an isolated molecule of C4H10N2OS (the ωB97M-V functional and the def2-TZVPD basis).

Last column: natural (NBO) charge in e.
CARTESIAN COORDINATES (ANGSTROEM)
O 0.6606 -1.0194 0.6898  -0.72
C -0.1467 -0.0851 -0.0085  0.17
N 0.3078 1.1823 0.0979  -0.23
C 1.6618 1.3669 -0.3129  -0.10
N 2.6850 1.2410 0.7570  -0.82
C -1.6157 -0.3295 0.3856  -0.44
C -2.2793 -1.2330 -0.6110  -0.57
S -1.1016 -2.4330 -1.2227  -0.07
H -0.1158 -0.3348 -1.1474  0.28
H 1.9043 0.6425 -1.1065  0.17
H 1.7984 2.3798 -0.7355  0.18
H 3.3911 1.9521 0.6847  0.36
H 2.1990 1.2800 1.6428  0.37
H -2.1439 0.5912 0.6642  0.24
H -1.5964 -0.9494 1.2888  0.22
H -3.2157 -1.6106 -0.1401  0.24
H -2.7009 -0.7182 -1.4784  0.21
H 0.3080 -1.9229 0.5523  0.50

## Properties
E_HOMO: -8.56 eV
Orbital gap: 0.1950 hartree



Which of them is most stable, and which least? Most stable: B; least stable: C.